1.
The following is a quantum chemistry calculation of C16H17N6O6SV as an isolated structure, from the OMol25 dataset.

Cartesian coordinates (Å):
V (1.13412, 0.05676, 1.01488)
O (1.22887, 3.97916, 1.03571)
C (0.77811, 2.94298, 0.58164)
O (0.47503, 1.88811, 1.26818)
C (0.38388, 2.84330, -0.90042)
C (-0.93277, 2.05911, -1.04260)
C (-1.56582, 2.32640, -2.41438)
C (-0.65786, 1.48059, -3.34058)
C (0.34389, 0.91565, -2.32968)
O (-0.48100, 0.69243, -1.17194)
C (1.31341, 2.01801, -1.85584)
C (2.59890, 1.33543, -1.36058)
O (3.49907, 1.20107, -2.18802)
O (2.62998, 0.85741, -0.17417)
H (0.29429, 3.86802, -1.25931)
H (-1.59964, 2.14745, -0.18959)
H (-1.55465, 3.38828, -2.65918)
H (-2.59816, 1.97657, -2.43991)
H (-0.16851, 2.06356, -4.11990)
H (-1.21672, 0.67243, -3.81307)
H (0.83104, -0.00974, -2.63097)
H (1.62638, 2.62874, -2.70035)
C (-5.16146, -0.46915, 2.79305)
C (-4.22087, 0.35299, 1.91292)
C (-2.97031, -0.38185, 1.55181)
N (-1.80968, -0.05675, 1.98376)
N (-0.80927, -0.88890, 1.52571)
C (-1.26368, -1.86701, 0.79170)
N (-0.47311, -2.87104, 0.33579)
S (-2.97019, -1.81095, 0.54510)
H (-6.06569, 0.09522, 3.02124)
H (-4.67292, -0.73121, 3.73184)
H (-5.45688, -1.39837, 2.30267)
H (-3.89767, 1.25343, 2.43477)
H (-4.73528, 0.66181, 0.99939)
H (0.52574, -2.68092, 0.41175)
H (-0.76478, -3.34967, -0.49899)
N (3.82008, -1.75223, -0.51678)
C (3.24806, -2.17844, 0.63980)
O (2.11432, -1.66705, 0.96216)
C (3.83306, -3.19059, 1.41202)
C (5.10613, -3.69462, 1.05128)
N (6.14273, -4.07109, 0.70780)
C (3.15162, -3.72044, 2.53504)
N (2.60530, -4.17045, 3.44635)
H (3.56008, -0.79610, -0.75396)
H (4.80286, -1.94833, -0.63615)

Summary:
* HOMO level (alpha / beta): -4.871 / -5.549 eV
* total charge: -1
* expectation value of S²: 3.7550
* orbital gap (alpha / beta): 0.24909 / 0.27389 hartree
* relative energy (zero: lowest compared OMol25 entry of this formula, charge and spin): 89.1 kJ/mol
* LUMO energy (alpha / beta): 0.0701 / 0.0700 Ha
* multiplicity: 4
* E_tot: -2742.29067 Ha

Computed Löwdin charges, given in elementary charges: 0.99 0.05 -0.60 -0.18 -0.10 -0.26 -0.10 -0.10 -0.25 -0.10 -0.09 -0.60 0.03 -0.12 0.15 0.15 0.11 0.11 0.11 0.11 0.16 0.15 -0.11 -0.25 -0.61 0.06 -0.07 -0.70 0.12 1.09 0.07 0.08 0.06 0.12 0.11 0.08 0.10 0.20 -0.47 -0.19 -0.21 -0.25 0.11 -0.24 0.12 0.07 0.10

2.
The following is a quantum chemistry calculation of one molecule with the formula C16H17NO4, from the OMol25 dataset.

Cartesian coordinates (Å):
C (6.10572, 1.08207, 0.44023)
H (6.56215, 0.64707, -0.45515)
O (4.72083, 1.26247, 0.28041)
C (3.94191, 0.16854, 0.05621)
C (2.57995, 0.42913, -0.09560)
C (1.69383, -0.60973, -0.32681)
C (2.16783, -1.92091, -0.40693)
C (3.51493, -2.16915, -0.25653)
C (4.41155, -1.13731, -0.02492)
H (5.45921, -1.36515, 0.08796)
H (3.88252, -3.18274, -0.31938)
H (1.47551, -2.73012, -0.58690)
N (0.31951, -0.41246, -0.48478)
C (-0.39632, 0.74215, -0.43221)
O (0.05161, 1.84982, -0.24410)
C (-1.88393, 0.45544, -0.63044)
H (-1.99365, -0.10542, -1.56382)
C (-2.77760, 1.71871, -0.64735)
C (-4.11558, 1.22421, -1.13660)
C (-4.65023, 0.49542, -0.16541)
H (-5.57005, -0.05899, -0.17327)
C (-3.68513, 0.50351, 0.99464)
H (-4.09459, 0.22577, 1.96175)
C (-3.07794, 1.90330, 0.84384)
H (-2.18464, 2.06892, 1.44204)
H (-3.79960, 2.69677, 1.02836)
C (-2.46571, -0.34721, 0.56178)
C (-2.72813, -1.78429, 0.20086)
O (-1.98334, -2.43961, -0.48886)
O (-3.83549, -2.28535, 0.73708)
H (-3.94857, -3.21735, 0.48862)
H (-1.74136, -0.37187, 1.38507)
H (-4.49580, 1.39504, -2.12675)
H (-2.33203, 2.55701, -1.17339)
H (-0.21167, -1.26358, -0.64861)
H (2.23531, 1.44661, -0.03131)
H (6.51548, 2.07763, 0.60391)
H (6.33352, 0.45167, 1.30635)

Summary:
* SMILES: COc1cccc(NC(=O)[C@H]2[C@H](C(=O)O)[C@@H]3C=C[C@H]2C3)c1
* HOMO level: -8.204 eV
* total charge: 0
* orbital gap: 0.32023 hartree
* relative energy (zero: lowest compared OMol25 entry of this formula, charge and spin): 74.0 kJ/mol
* LUMO energy: 0.0187 Ha
* multiplicity: 1
* E_tot: -975.63167 Ha

Computed Löwdin charges, given in elementary charges: -0.09 0.09 -0.08 -0.27 0.07 -0.21 -0.04 -0.09 -0.04 0.10 0.10 0.11 0.15 -0.42 0.09 -0.14 0.16 -0.23 -0.03 -0.04 0.11 -0.23 0.15 -0.08 0.12 0.13 -0.14 -0.48 0.10 0.14 0.14 0.17 0.11 0.15 0.12 0.11 0.09 0.09

3.
The following is a quantum chemistry calculation of C16H18AsBrCaNO5 as an isolated structure, from the OMol25 dataset.

Cartesian coordinates (Å):
Ca (0.17316, -0.08736, -0.62981)
O (0.76769, 3.62497, 1.81610)
C (0.45607, 2.42881, 1.35933)
O (0.00498, 2.21926, 0.25070)
C (0.71158, 1.31496, 2.32746)
C (1.37968, 1.45672, 3.53310)
C (1.61727, 0.30895, 4.27345)
C (1.18795, -0.91761, 3.78548)
C (0.52878, -0.94664, 2.56696)
N (0.29367, 0.14985, 1.86309)
C (0.09026, -2.18446, 1.82418)
O (0.14820, -3.36060, 2.42026)
O (-0.30127, -2.10533, 0.67991)
H (0.60503, 4.28025, 1.11817)
H (1.71794, 2.42802, 3.86290)
H (2.15086, 0.36468, 5.21192)
H (1.40782, -1.81803, 4.34443)
H (0.45420, -3.30031, 3.33414)
Br (6.66696, 0.23820, 2.16427)
C (5.02212, 0.09768, 1.22940)
C (4.34726, -1.11096, 1.20865)
C (3.12774, -1.18306, 0.54192)
C (2.52332, -0.10185, -0.12437)
C (3.28595, 1.07880, -0.08657)
C (4.50723, 1.20072, 0.57281)
H (4.77390, -1.97642, 1.70023)
H (2.64169, -2.16073, 0.54511)
H (2.92273, 1.97384, -0.59165)
H (5.05289, 2.13563, 0.57659)
C (-2.79824, -0.34914, -4.71614)
As (-1.46231, -1.35368, -3.79075)
C (-0.12445, -1.89639, -5.04222)
C (-2.28224, -2.92157, -3.06260)
O (-0.77586, -0.40877, -2.60038)
H (-3.24237, -0.95052, -5.50764)
H (-2.32898, 0.53581, -5.14117)
H (-3.56489, -0.04718, -4.00555)
H (-0.56563, -2.51435, -5.82254)
H (0.64268, -2.45817, -4.51288)
H (0.31932, -1.00404, -5.47921)
H (-2.73098, -3.50494, -3.86504)
H (-3.04911, -2.62245, -2.35067)
H (-1.52502, -3.51410, -2.55226)

Summary:
* HOMO level: -10.236 eV
* total charge: +1
* orbital gap: 0.24652 hartree
* relative energy (zero: lowest compared OMol25 entry of this formula, charge and spin): 0.0 kJ/mol
* LUMO energy: -0.1296 Ha
* multiplicity: 1
* E_tot: -6538.75677 Ha

Computed Löwdin charges, given in elementary charges: 1.42 0.18 -0.46 0.02 -0.17 0.06 0.01 0.04 -0.18 0.09 -0.45 0.19 0.01 0.16 0.13 0.13 0.13 0.12 0.72 -0.72 -0.15 -0.19 -0.26 -0.18 -0.15 0.09 0.08 0.08 0.10 -0.19 0.98 -0.19 -0.19 -0.70 0.05 0.05 0.05 0.05 0.05 0.05 0.05 0.05 0.05